No. 1
{
  "formula": "C34H81N5O15P",
  "method": "wB97M-V/def2-TZVPD",
  "symbols": ["H", "H", "O", "C", "H", "C", "H", "H", "H", "C", "H", "H", "H", "H", "H", "H", "P", "H", "H", "O", "H", "H", "C", "C", "O", "H", "H", "O", "H", "H", "H", "H", "H", "C", "C", "H", "C", "C", "O", "O", "H", "N", "H", "C", "O", "H", "H", "H", "N", "O", "H", "C", "O", "H", "H", "H", "H", "H", "H", "H", "H", "H", "H", "H", "H", "O", "C", "H", "H", "C", "H", "C", "H", "C", "C", "H", "C", "H", "H", "C", "H", "H", "H", "H", "H", "C", "O", "H", "O", "C", "C", "C", "H", "C", "C", "H", "H", "C", "C", "H", "H", "C", "C", "H", "C", "O", "H", "H", "H", "C", "O", "H", "H", "N", "H", "H", "H", "C", "H", "H", "C", "H", "H", "H", "H", "H", "H", "C", "N", "H", "C", "O", "H", "H", "N", "H"],
  "xyz": [[9.924, 1.119, 0.172], [3.983, -1.665, 3.691], [1.849, -2.651, 1.739], [-6.598, -2.203, 2.967], [-1.013, -3.821, 4.801], [0.854, 4.714, 2.888], [1.522, -0.174, -4.563], [1.051, 5.292, 3.845], [1.586, 1.053, 0.277], [-0.568, -0.404, 4.974], [3.830, -1.119, 1.229], [-1.459, -0.712, -2.359], [1.625, -2.398, 2.666], [-5.873, -0.918, 1.693], [-0.762, -1.376, 2.421], [0.101, -0.257, 4.072], [0.556, -2.346, 0.725], [9.072, -1.392, 4.189], [-1.769, -0.250, -7.632], [-0.788, 1.537, -7.355], [-11.053, 4.104, 0.991], [-0.471, -1.489, 5.300], [-0.187, -0.025, -9.091], [9.142, 3.518, 0.640], [2.312, -2.709, -10.800], [-2.556, 0.201, 1.865], [-0.564, -1.941, -4.338], [-4.555, 1.427, 0.505], [-1.346, 1.983, -8.003], [2.850, -2.213, -11.428], [-9.413, 2.787, 2.181], [-4.664, 3.237, 1.457], [0.045, 2.930, 4.119], [7.990, -0.289, 2.559], [3.853, -0.237, 1.932], [-6.385, 4.187, -0.099], [0.134, 0.196, 1.431], [-9.979, 2.334, 0.373], [-2.904, -0.764, -3.803], [6.271, 0.403, 4.456], [-0.098, 0.654, -2.836], [1.204, 5.376, 1.729], [1.538, 0.544, -2.161], [-7.274, -3.059, 1.914], [6.850, -1.142, 2.887], [2.673, 1.604, 2.202], [-11.352, 3.621, -0.692], [-2.568, 2.007, 1.919], [-1.989, -0.037, 4.771], [0.919, -2.071, -0.714], [9.084, 0.399, 4.426], [2.455, 0.491, 2.121], [-2.433, 2.191, 4.400], [-6.935, 2.644, 0.589], [11.233, 2.988, 0.480], [2.844, -1.135, -8.712], [-4.661, 1.080, -0.390], [2.492, 1.299, -4.348], [-3.448, -1.423, -4.253], [-8.103, -3.624, 2.343], [-2.471, -1.788, 3.498], [-0.132, -7.218, 5.451], [1.276, 5.152, -0.424], [-6.329, 2.692, -1.060], [4.251, -1.184, -9.763], [-8.984, 2.443, 1.388], [0.386, -5.171, 4.990], [-2.705, -1.956, -2.141], [3.843, 0.099, 4.107], [-0.569, -6.348, 4.958], [4.587, 0.529, 1.534], [0.980, 4.675, 0.555], [-9.501, 1.936, -0.524], [-6.191, 3.113, -0.059], [1.484, 0.883, -4.289], [-6.560, -3.759, 1.474], [-2.842, -1.188, 4.385], [-2.833, -1.904, 5.275], [-7.656, -2.438, 1.099], [-10.592, 3.691, 0.089], [8.381, -0.660, 1.563], [-0.796, 0.508, -9.827], [-10.742, 1.623, 0.703], [10.615, 3.040, 2.140], [0.195, 2.798, -0.420], [4.361, -0.639, 3.412], [-5.513, -1.477, 2.395], [-6.199, -2.828, 3.768], [-0.372, -3.758, 0.733], [5.905, -0.425, 3.616], [-2.163, 1.109, 3.884], [-4.792, 2.835, 0.450], [3.961, -3.669, -10.037], [0.916, 1.060, -2.896], [0.263, 3.363, 3.095], [10.137, -0.326, 3.046], [-1.793, -3.181, -4.138], [-1.187, -2.448, -3.598], [0.361, 3.324, 0.587], [9.312, 4.596, 0.665], [7.694, 0.798, 2.402], [9.180, -0.408, 3.631], [-0.035, 2.574, 1.827], [-3.909, -0.839, 4.257], [-2.016, 1.090, 2.301], [0.878, 2.445, -2.548], [4.304, -2.002, -8.187], [-1.509, -6.097, 5.457], [0.875, 1.415, -5.025], [10.370, 2.764, 1.114], [-0.197, -4.041, 4.334], [-7.306, -1.492, 3.404], [0.320, 2.893, -3.196], [1.499, 0.310, 0.982], [-9.824, 4.400, -0.229], [8.281, 3.282, 1.270], [0.628, -4.893, 6.019], [3.669, -1.769, -9.045], [1.314, -5.418, 4.472], [-0.150, -1.082, -9.364], [-2.070, -1.453, -2.878], [-0.102, 0.199, 5.823], [-0.816, -6.613, 3.928], [2.541, -3.605, -8.978], [0.821, 0.391, -9.151], [-0.131, -0.360, -6.962], [-4.040, 3.292, -0.203], [3.140, -3.035, -9.690], [-0.605, 1.228, 1.821], [8.881, 3.228, -0.381], [-0.754, 0.154, -7.696], [10.131, 1.360, 1.084], [1.946, 0.204, 3.094], [-0.538, -2.975, -2.895], [-0.443, -1.115, 1.478], [-0.393, -4.011, 1.688]],
  "forces_ev_per_angstrom": [[0.09, 0.04, 0.14], [0.70, 0.89, -0.36], [-2.45, 0.85, -0.31], [-0.22, 0.10, -0.36], [0.09, -0.13, -0.09], [-0.48, -0.97, 0.66], [-0.01, 0.05, -0.01], [-0.24, -0.74, -1.40], [-0.01, -0.37, 0.46], [0.89, -0.12, 0.96], [-0.17, 1.05, 0.84], [-0.18, 0.02, -0.05], [0.31, -0.44, -0.68], [0.12, 0.02, 0.14], [-0.47, 0.20, -0.51], [-0.68, -0.19, 0.75], [1.02, -2.27, -3.50], [0.34, 1.05, -0.93], [0.07, -0.18, 0.03], [0.04, 0.11, 0.30], [-0.08, -0.07, -0.06], [-0.29, 1.32, -0.53], [0.08, -0.15, -0.02], [-0.07, 0.08, 0.04], [-0.19, -0.09, -0.04], [0.96, 0.77, 0.25], [-0.01, 0.03, 0.09], [0.23, -0.33, 0.12], [0.11, -0.05, 0.12], [-0.12, -0.09, 0.07], [0.09, -0.06, -0.12], [0.04, -0.18, 0.01], [0.36, 0.89, -1.40], [2.04, 0.26, -0.10], [0.43, 0.12, 0.69], [-0.03, -0.05, -0.04], [0.29, -0.58, -0.14], [-0.23, 0.27, 0.24], [-0.09, 0.27, 0.08], [-0.96, -1.48, -1.95], [0.12, -0.11, -0.03], [-1.13, -2.93, -0.31], [-0.05, 0.12, 0.06], [-0.01, -0.13, -0.01], [-2.07, 1.71, 0.12], [-0.36, -1.28, 0.17], [0.00, 0.05, 0.06], [0.77, -1.22, 0.62], [0.25, -0.44, -1.54], [-0.80, -0.14, 3.46], [0.24, -0.91, -1.17], [0.84, 0.62, 0.24], [0.60, -2.16, -1.37], [0.13, 0.18, -0.02], [0.02, 0.16, 0.09], [0.02, -0.10, 0.03], [-0.01, 0.07, 0.13], [-0.03, -0.09, 0.08], [0.11, 0.13, 0.03], [0.01, 0.03, -0.07], [-0.56, 0.68, 0.57], [-0.06, 0.04, -0.01], [-0.45, -0.70, 1.33], [0.11, 0.13, -0.05], [0.07, -0.08, 0.05], [0.07, -0.15, 0.14], [-0.20, -0.36, 0.26], [0.16, -0.05, 0.15], [1.09, -0.97, -0.59], [-0.04, -0.03, -0.09], [-0.88, -0.93, 0.26], [-1.00, -1.73, 2.09], [0.11, -0.03, 0.16], [-0.09, -0.06, 0.11], [0.07, -0.01, -0.11], [-0.03, 0.00, 0.10], [-0.24, -0.61, 0.90], [-0.07, 0.91, -1.11], [-0.09, 0.01, 0.10], [-0.01, 0.07, -0.11], [-0.67, 0.21, 1.22], [-0.05, -0.11, 0.02], [-0.05, -0.03, -0.18], [0.01, -0.20, -0.04], [0.28, 0.93, 1.45], [-0.44, 0.33, -0.72], [0.27, 0.09, 0.07], [0.12, 0.12, -0.05], [1.54, 2.92, 1.96], [0.98, 0.80, 1.89], [-0.13, 2.19, 1.54], [-0.26, 0.07, -0.44], [0.04, -0.06, 0.19], [-0.07, 0.03, -0.41], [0.06, -0.19, -3.25], [-0.88, -0.12, 0.94], [0.00, -0.02, 0.10], [0.19, -0.11, 0.02], [-0.32, -0.88, 0.38], [-0.05, -0.04, -0.05], [0.13, -1.50, 0.39], [-1.15, 0.16, -0.08], [2.47, 5.18, 0.55], [1.25, -0.51, -0.21], [-1.41, 0.32, -0.10], [-0.08, 0.20, 0.35], [0.02, 0.06, -0.04], [0.08, -0.05, 0.10], [-0.08, -0.13, 0.01], [-0.16, -0.01, -0.34], [0.00, 0.59, -0.43], [-0.06, -0.13, 0.10], [0.14, -0.07, 0.05], [-2.02, 0.21, 0.38], [-0.03, -0.09, -0.05], [0.09, 0.06, 0.05], [0.09, -0.08, -0.03], [0.03, 0.04, 0.17], [-0.08, 0.20, -0.06], [0.03, 0.06, -0.09], [-0.21, -0.34, -0.28], [-0.68, -0.58, -1.16], [0.10, -0.03, 0.05], [-0.08, 0.01, -0.18], [-0.04, -0.08, 0.06], [-0.05, 0.18, 0.07], [0.01, 0.13, 0.07], [0.20, 0.32, -0.24], [0.49, -0.43, -0.18], [0.09, 0.09, -0.02], [-0.14, 0.22, -0.43], [0.01, -0.15, 0.06], [0.59, 0.08, -1.14], [-0.02, 0.01, -0.05], [2.22, 1.04, 0.51], [-0.25, -0.45, -0.65]],
  "lowdin_charge": [0.0885, 0.1215, -0.1401, -0.3168, 0.0656, -0.1157, 0.0743, 0.1206, 0.1215, -0.0703, 0.1157, 0.0764, 0.0758, 0.0750, 0.0795, 0.0525, 0.5769, 0.0863, 0.1089, -0.0967, 0.0750, 0.0903, -0.0903, -0.0923, -0.0900, 0.1364, 0.0676, -0.1073, 0.0817, 0.0825, 0.0882, 0.1132, 0.1099, -0.2184, -0.1398, 0.0845, -0.2629, -0.3157, -0.0870, 0.0776, 0.0893, 0.0469, 0.1015, -0.0894, -0.0440, 0.1366, 0.0773, 0.1364, -0.1730, -0.2731, 0.0806, -0.1755, 0.1188, 0.0530, 0.1103, 0.0576, 0.0901, 0.0821, 0.0830, 0.0780, 0.0804, 0.0838, 0.1264, 0.0802, 0.0753, -0.1102, -0.2991, 0.1084, 0.1188, -0.0812, 0.1248, -0.0814, 0.1109, -0.0809, -0.0694, 0.0767, -0.0792, 0.1077, 0.0744, -0.0893, 0.1186, 0.0755, 0.1088, 0.1162, 0.0977, -0.0751, -0.1126, 0.1104, -0.1329, -0.4202, -0.3455, -0.3156, 0.1080, -0.3064, 0.0417, 0.0659, 0.0777, -0.0780, 0.0169, 0.0763, 0.1194, -0.0692, -0.1465, 0.1014, 0.0024, -0.1087, 0.0737, 0.0776, 0.0696, -0.3060, -0.1257, 0.1122, 0.0951, 0.0426, 0.0746, 0.0679, 0.1148, -0.0924, 0.1173, 0.0755, -0.3329, 0.1144, 0.0790, 0.1110, 0.0709, 0.0982, 0.1097, -0.3244, 0.0512, 0.0731, -0.3219, -0.1012, 0.1058, 0.0648, 0.0570, 0.0562],
  "spin_multiplicity": 1,
  "homo_ev": -11.5,
  "total_charge": 1
}


No. 2
{
  "formula": "C2H10NO2",
  "method": "wB97M-V/def2-TZVPD",
  "symbols": ["H", "O", "H", "H", "C", "N", "H", "H", "H", "H", "H", "H", "H", "C", "O"],
  "xyz": [[-1.806, -1.243, -0.997], [-0.102, -1.117, 0.325], [0.738, 0.821, 0.033], [1.515, 1.091, -1.445], [-0.667, -1.298, -0.975], [0.616, 1.064, -0.947], [-0.756, 0.268, -2.489], [-0.528, -1.734, 0.979], [-0.057, 0.653, 4.499], [0.722, -0.560, -2.484], [-0.024, 1.863, -1.027], [-0.353, -2.357, -1.113], [0.601, 1.728, 3.813], [-0.010, -0.103, -1.753], [0.109, 0.925, 3.582]],
  "forces_ev_per_angstrom": [[0.69, -0.52, 0.32], [-1.72, -1.07, -0.24], [0.35, 0.17, 0.34], [0.07, 1.32, 0.61], [1.35, 3.15, 1.88], [-1.04, -2.39, -1.53], [0.28, 0.29, 0.79], [0.27, 0.06, 0.30], [-0.37, -0.57, -0.33], [-0.12, 0.68, 1.12], [0.70, 0.38, -0.11], [-0.15, -0.34, -0.86], [0.05, 0.12, -0.63], [-0.67, -1.66, -2.40], [0.32, 0.38, 0.75]],
  "lowdin_charge": [0.2266, 0.2412, 0.1575, 0.1954, -0.0140, 0.2610, 0.1616, 0.2190, 0.0549, 0.1728, 0.1972, 0.2223, 0.0458, -0.0532, -0.0882],
  "de_lowest_kj_mol": 149.4,
  "spin_multiplicity": 2,
  "s_squared": 0.75,
  "homo_ev": [-17.6, -17.6],
  "total_charge": 2
}


No. 3
{
  "formula": "H6N6P2",
  "method": "wB97M-V/def2-TZVPD",
  "symbols": ["H", "P", "N", "N", "H", "H", "P", "H", "H", "N", "N", "H", "N", "N"],
  "xyz": [[0.957, 1.447, -1.816], [-1.555, -0.055, -0.056], [-0.689, -1.412, -0.730], [-1.107, 0.097, 1.474], [-1.236, -0.689, 2.094], [-1.069, 2.140, -0.301], [1.560, 0.008, -0.116], [1.263, 0.963, 1.890], [-0.928, -1.519, -1.714], [1.204, 0.057, 1.447], [-0.753, 1.308, -0.798], [0.967, -2.174, 0.086], [0.721, -1.468, -0.608], [0.666, 1.296, -0.851]],
  "forces_ev_per_angstrom": [[-0.05, -0.06, 0.25], [0.20, -0.20, -1.45], [-0.70, 0.68, -0.11], [0.84, 0.33, 1.05], [0.02, -0.30, 0.09], [0.17, -0.03, -0.12], [-0.15, -0.03, -1.37], [0.03, 0.30, 0.10], [-0.02, -0.09, 0.22], [-0.88, -0.31, 1.22], [-0.81, -0.25, 0.30], [-0.11, 0.01, -0.20], [0.85, 0.55, 0.32], [0.60, -0.61, -0.31]],
  "lowdin_charge": [0.0542, 0.7115, -0.3088, -0.1935, -0.0049, 0.0508, 0.7128, -0.0074, 0.0532, -0.1959, -0.3096, 0.0487, -0.3065, -0.3046],
  "de_lowest_kj_mol": 0.0,
  "spin_multiplicity": 1,
  "homo_ev": [-8.2, -8.1],
  "total_charge": 0
}


No. 4
{
  "formula": "C5H10N2O2",
  "method": "wB97M-V/def2-TZVPD",
  "symbols": ["O", "C", "H", "H", "H", "H", "C", "C", "N", "C", "H", "N", "H", "H", "H", "H", "O", "C", "H"],
  "xyz": [[-1.622, 1.935, 0.566], [0.288, 0.167, 1.625], [-1.850, -2.071, -0.510], [-2.516, -0.583, -1.186], [2.450, 0.170, -0.319], [-0.268, -0.220, -1.853], [-0.399, -0.471, -0.799], [-1.785, -0.978, -0.478], [0.683, -1.812, -0.571], [0.335, 0.440, 0.131], [-2.179, -0.717, 0.512], [-0.759, 1.768, -0.254], [1.219, -0.283, 1.979], [0.139, 1.101, 2.185], [2.027, 1.793, 0.252], [1.622, 1.290, -1.399], [1.456, -1.991, -1.472], [1.682, 0.954, -0.359], [-0.521, -0.492, 1.948]],
  "forces_ev_per_angstrom": [[1.70, -0.35, -1.32], [-0.21, -0.04, 0.12], [0.22, 0.07, -0.23], [0.14, -0.07, -0.06], [-0.18, 0.16, 0.06], [0.06, 0.17, 0.15], [2.30, -3.11, 0.08], [-0.62, 0.02, 0.40], [-0.26, 0.58, -1.74], [-1.73, 2.89, 0.03], [0.39, 0.18, -0.10], [-0.24, -0.67, 1.98], [-0.02, 0.05, -0.17], [0.11, -0.07, -0.25], [-0.12, -0.13, 0.00], [-0.07, -0.02, 0.13], [-1.43, 0.55, 1.35], [-0.06, -0.23, -0.19], [0.04, 0.02, -0.26]],
  "lowdin_charge": [-0.0097, -0.0495, 0.0793, 0.0823, 0.0783, 0.1308, -0.2841, -0.0730, 0.0427, -0.4816, 0.0707, 0.0605, 0.0869, 0.0853, 0.0868, 0.0847, -0.0082, -0.0579, 0.0758],
  "de_lowest_kj_mol": 634.7,
  "spin_multiplicity": 1,
  "homo_ev": -8.2,
  "smiles": "C[C@H](N=O)C(C)(C)N=O",
  "total_charge": 0
}


No. 5
{
  "formula": "BrH3O3P",
  "method": "wB97M-V/def2-TZVPD",
  "symbols": ["P", "O", "H", "Br", "H", "O", "O", "H"],
  "xyz": [[0.353, -0.308, 0.219], [1.055, 1.096, 0.456], [2.009, 1.194, 0.549], [-3.383, 0.805, 1.650], [1.474, -1.770, -1.246], [1.309, -0.938, -0.852], [-0.981, 0.173, -0.389], [-1.835, -0.253, -0.387]],
  "forces_ev_per_angstrom": [[1.45, 1.34, -1.17], [-1.17, -0.85, 0.35], [0.30, -0.27, 0.05], [-0.10, -0.02, 0.06], [-0.14, -1.76, -0.41], [-0.31, 1.74, 1.02], [0.72, 0.35, -0.21], [-0.73, -0.52, 0.32]],
  "lowdin_charge": [0.8253, -0.0782, 0.1211, 0.1901, 0.1031, -0.0634, -0.1374, 0.0393],
  "de_lowest_kj_mol": 377.6,
  "spin_multiplicity": 1,
  "homo_ev": [-15.0, -14.6],
  "total_charge": 1
}


No. 6
{
  "formula": "C5H8O",
  "method": "wB97M-V/def2-TZVPD",
  "symbols": ["H", "C", "H", "C", "H", "C", "O", "H", "H", "H", "C", "C", "H", "H"],
  "xyz": [[1.113, -1.700, -0.204], [-0.874, -0.820, -0.605], [2.356, 0.348, -0.874], [-0.699, 0.990, 0.590], [-1.427, -1.485, -1.252], [0.687, 0.557, 0.518], [-1.411, 0.384, -0.370], [-1.375, -1.124, 1.144], [0.845, 1.008, -1.678], [-1.310, -0.441, 1.597], [0.558, -0.779, -0.356], [1.275, 0.438, -0.856], [-1.091, 1.917, 0.984], [1.352, 0.708, 1.363]],
  "forces_ev_per_angstrom": [[-0.14, 0.16, 0.09], [0.10, 0.02, -0.23], [-0.16, 0.01, 0.01], [0.13, 0.19, -0.13], [0.05, 0.12, 0.04], [-0.06, 0.23, 0.20], [-0.02, -0.03, 0.03], [0.13, 0.07, 0.20], [0.07, -0.10, 0.17], [0.11, -0.20, 0.03], [-0.12, -0.28, -0.13], [0.06, 0.06, -0.10], [0.01, -0.11, -0.10], [-0.18, -0.14, -0.09]],
  "lowdin_charge": [0.1351, -0.1854, 0.1092, -0.1833, 0.1209, -0.1921, -0.0819, 0.1003, 0.1169, 0.1006, -0.1922, -0.1035, 0.1204, 0.1351],
  "de_lowest_kj_mol": 473.1,
  "spin_multiplicity": 1,
  "homo_ev": -7.4,
  "total_charge": 0
}